Record 1
A single CH3ClOS2 molecule at a distorted geometry. Source: the OMol25 dataset; level of theory: ωB97M-V with the def2-TZVPD basis set.

Each line ends with the natural charge from an NBO analysis.
CARTESIAN COORDINATES (ANGSTROEM)
Cl -1.7347 -2.1260 0.2846  -0.419
S -1.1134 2.0276 -0.0108  0.875
S -0.8937 -0.0363 -0.6748  0.365
O 0.0874 2.5182 0.6826  -0.799
C 0.7134 -0.4463 -0.1296  -0.800
H 0.8134 -1.3919 -0.5845  0.264
H 1.4272 0.3030 -0.3905  0.254
H 0.7004 -0.8482 0.8230  0.261

Atomic forces in eV per Å
Cl 0.1 0.3 0.0
S 0.3 -1.3 -0.5
S -1.5 1.3 0.3
O 0.0 -0.2 0.1
C -0.2 0.1 -1.0
H 0.8 -0.9 -1.6
H 0.6 0.2 0.0
H 0.0 0.4 2.6

Output
HOMO (spin up / spin down) = -9.41 / -9.04 eV
E_LUMO (spin up / spin down) = -2.24 / -1.88 eV
relative energy (zero: lowest compared OMol25 entry of this formula, charge and spin) = 1.960 eV
largest force on an atom = 2.7 eV/Å
HOMO-LUMO gap (spin up / spin down) = 7.165 / 7.164 eV
E_tot = -1371.6218 hartree

Record 2
A single C5H7NO molecule. Source: the OMol25 dataset; level of theory: ωB97M-V with the def2-TZVPD basis set.

Each line ends with the natural charge from an NBO analysis.
CARTESIAN COORDINATES (ANGSTROEM)
O -0.7274 1.2947 0.5323  -0.521
N -0.2114 0.2436 -1.4885  -0.380
C 0.6308 -0.7229 -0.8491  -0.106
C 1.5803 -0.4182 0.2839  -0.415
C -0.8357 1.1318 -0.8792  0.355
C 0.3983 -1.3017 0.5312  -0.420
C -1.7820 1.3516 1.3023  0.156
H -1.5160 1.8466 -1.3444  0.178
H 2.5695 -0.8614 0.2335  0.220
H 1.5421 0.5767 0.7141  0.233
H 0.5455 -2.3728 0.6212  0.219
H 1.0022 -1.4379 -1.5752  0.211
H -0.3859 -0.9055 1.1655  0.229
H -2.6704 1.4007 0.6106  0.041

Atomic forces in eV per Å
O -0.2 0.1 0.4
N -0.3 0.3 0.4
C 0.1 -0.2 -0.1
C 0.2 0.1 0.0
C 0.1 -0.2 -0.3
C -0.1 -0.2 0.1
C 0.0 0.2 -0.4
H 0.1 -0.1 0.1
H -0.1 0.1 0.0
H 0.0 -0.2 -0.1
H 0.1 0.1 0.0
H 0.0 0.1 0.1
H 0.1 -0.1 -0.2
H 0.0 0.0 0.1

Output
HOMO = -9.03 eV
E_LUMO = 0.11 eV
relative energy (zero: lowest compared OMol25 entry of this formula, charge and spin) = 5.059 eV
largest force on an atom = 0.6 eV/Å
HOMO-LUMO gap = 9.147 eV
E_tot = -324.5385 hartree

Record 3
A single C4H5ClN2O molecule at a distorted geometry. Source: the OMol25 dataset; level of theory: ωB97M-V with the def2-TZVPD basis set.

Each line ends with the natural charge from an NBO analysis.
CARTESIAN COORDINATES (ANGSTROEM)
Cl 2.5269 -0.0960 -0.3426  -0.011
O -0.8476 -1.4701 0.0905  -0.468
N -1.3822 1.4049 0.0877  -0.435
N -2.3222 0.4109 -0.3035  -0.307
C -0.1020 0.7640 -0.1189  -0.145
C 1.1260 0.3506 0.6377  -0.194
C -0.1429 -0.4550 0.7267  0.044
C -2.0166 -0.8305 -0.3064  0.308
H 0.0414 0.4646 -1.1723  0.198
H -1.5682 2.2120 -0.4852  0.372
H -0.5954 -0.2402 1.7111  0.196
H -2.7863 -1.5181 -0.6392  0.197
H 1.4750 0.7902 1.5620  0.243

Atomic forces in eV per Å
Cl -0.3 0.1 0.1
O -0.1 -0.4 -0.3
N 0.4 -0.3 0.2
N 0.2 -0.2 0.0
C -0.6 0.0 -0.5
C 0.7 -0.3 -0.2
C -0.2 0.8 0.9
C -0.4 0.4 -0.1
H 0.0 0.1 0.4
H 0.0 0.1 -0.1
H 0.3 -0.1 -0.5
H 0.2 -0.1 0.1
H -0.3 0.0 0.1

Output
structure (SMILES) = Cl[C@H]1[C@@H]2NN=CO[C@@H]12
HOMO = -9.17 eV
E_LUMO = 0.89 eV
relative energy (zero: lowest compared OMol25 entry of this formula, charge and spin) = 4.292 eV
largest force on an atom = 1.2 eV/Å
HOMO-LUMO gap = 10.061 eV
E_tot = -800.2218 hartree

Record 4
A single C3H6N2 molecule at a distorted geometry. Source: the OMol25 dataset; level of theory: ωB97M-V with the def2-TZVPD basis set.

Each line ends with the natural charge from an NBO analysis.
CARTESIAN COORDINATES (ANGSTROEM)
N 0.2365 0.4133 1.1029  -0.200
N -0.6440 0.4841 2.1387  -0.636
C 0.2354 -0.5047 -2.3872  -0.386
C 0.6245 -0.1678 -1.1575  -0.221
C -0.2340 -0.1200 0.0440  -0.029
H -0.7973 -0.7329 -2.7191  0.192
H 1.7155 -0.0564 -0.9305  0.219
H 0.9290 -0.6337 -3.1866  0.198
H -1.2726 -0.4180 -0.0003  0.153
H -1.3519 -0.2440 2.1271  0.341
H -0.1263 0.5583 3.0219  0.369

Atomic forces in eV per Å
N -0.2 -0.5 -0.4
N 0.4 0.3 1.1
C -1.0 -0.2 0.0
C 0.6 -0.7 0.4
C 1.0 0.9 -0.8
H 0.5 0.3 0.7
H -1.1 0.2 -0.3
H 0.6 0.1 -0.3
H -0.3 -0.3 -0.2
H 0.1 0.1 0.2
H -0.6 -0.2 -0.6

Output
structure (SMILES) = C=C/C=N/N
HOMO = -8.48 eV
E_LUMO = 1.09 eV
relative energy (zero: lowest compared OMol25 entry of this formula, charge and spin) = 1.967 eV
largest force on an atom = 1.6 eV/Å
HOMO-LUMO gap = 9.572 eV
E_tot = -227.3526 hartree